Formula: C21H22N2O3RuS2Si
Source: OMol25
Level of theory: ωB97M-V with the def2-TZVPD basis set

Computed properties:
- ⟨S²⟩: 0.76
- Total energy: -2329.13708 hartree
- Total charge: +1
- Max |F|: 0.1312 Eh/bohr
- LUMO level (alpha / beta): -6.1 / -5.9 eV
- E_HOMO (alpha / beta): -12.011 / -12.012 eV
- 2S+1: 2

The geometry in XYZ format:
```
52
Properties=species:S:1:pos:R:3:forces:R:3
Ru 1.581971 0.605948 -0.554388 -1.4 2.1 2.8
S -1.486929 -4.941252 -2.801088 0.0 0.1 0.3
C -0.754629 -3.452852 -2.121388 -0.1 -0.2 -0.2
C 0.536371 -3.465152 -1.605088 0.0 0.3 0.2
C 1.048371 -2.295652 -1.077188 0.4 -0.6 0.2
N 0.349571 -1.157752 -1.046388 1.7 0.8 -0.3
C -0.875729 -1.133752 -1.564888 -0.6 0.5 -0.2
C -1.466329 -2.260952 -2.113388 0.3 0.1 0.3
C -1.977929 -5.652352 -1.215088 0.1 0.1 -0.4
C -3.196329 -5.299452 -0.658588 0.0 -0.1 0.2
C -3.529729 -5.863652 0.567512 0.0 0.3 -0.5
N -2.733929 -6.703352 1.192512 -0.3 -0.5 1.0
C -1.586129 -7.055152 0.657012 0.3 0.1 -0.4
C -1.153229 -6.555252 -0.566688 0.0 0.0 0.1
H 1.127871 -4.364752 -1.618988 0.1 -0.1 0.0
H 2.049771 -2.256852 -0.651088 -0.2 -0.1 -0.1
H -1.395129 -0.181952 -1.543388 0.1 0.0 -0.1
H -2.461229 -2.214852 -2.526888 -0.1 0.1 0.0
H -3.866329 -4.619652 -1.158188 -0.1 0.1 -0.1
H -4.461129 -5.629352 1.064012 -0.1 0.1 0.0
H -0.988729 -7.754252 1.225712 0.1 -0.1 0.0
H -0.215129 -6.866352 -0.995288 0.1 0.0 -0.1
O 0.299671 2.389948 0.070512 1.3 -1.1 0.2
C -0.042329 2.685348 -1.113688 -0.6 0.8 -0.1
O 0.189871 1.879248 -2.048188 1.4 -1.6 0.1
C -0.703529 3.981248 -1.386288 0.0 0.0 -0.1
C -0.870829 4.406448 -2.705388 0.0 -0.1 0.2
C -1.420229 5.649348 -2.957688 0.0 0.1 0.0
C -1.802829 6.464348 -1.902088 0.0 -0.1 0.0
C -1.670829 6.028148 -0.592488 0.0 0.1 0.0
C -1.113629 4.792848 -0.328588 0.1 -0.2 -0.1
H -0.555829 3.758548 -3.509888 0.0 0.0 -0.1
H -1.556329 5.996748 -3.971588 0.1 0.0 -0.1
H -2.210029 7.444148 -2.100188 -0.1 0.1 0.0
H -2.002729 6.663248 0.212812 0.0 0.0 0.1
H -0.986029 4.447748 0.685012 0.0 0.0 0.1
S 4.748171 1.313648 -1.907088 -2.3 -0.3 0.2
C 3.270871 1.011748 -1.606288 0.4 -0.6 0.9
C 0.512071 1.467848 3.567112 1.1 -0.6 -0.6
Si 2.236171 1.119448 2.776712 0.3 3.0 3.2
C 3.421571 0.235148 3.997512 -0.8 0.4 -0.9
C 2.936371 2.849648 2.247312 -0.5 -1.3 0.4
O 2.093771 0.261348 1.461512 -1.0 -2.0 -6.4
H 0.592871 2.131448 4.418712 0.1 0.1 0.2
H 0.060471 0.534648 3.883312 -0.2 -0.2 0.1
H -0.120129 1.928248 2.815712 -0.2 0.1 -0.1
H 3.564871 0.823848 4.894812 0.0 0.2 0.2
H 4.388071 0.074248 3.534512 0.2 0.0 -0.1
H 3.009571 -0.726952 4.278212 -0.1 -0.2 0.1
H 3.368571 3.379548 3.087212 0.1 0.2 0.1
H 2.124171 3.432048 1.825512 -0.1 0.2 -0.1
H 3.692771 2.695348 1.484212 0.3 0.1 -0.1
```
Positions in Å, forces in eV/Å.

Atomic partial charges in e from the Löwdin method, atoms 1 to 8: 1.345 1.003 -0.478 -0.037 -0.105 -0.054 -0.081 -0.033

=====

Formula: C21H22N2O4S
Source: OMol25
Level of theory: ωB97M-V with the def2-TZVPD basis set

Computed properties:
- Total energy: -1622.16094 hartree
- Total charge: 0
- Max |F|: 0.0115 Eh/bohr
- LUMO level: 0.6 eV
- E_HOMO: -8.899 eV
- 2S+1: 1
- SMILES: CCOC(=O)[C@@]1(C)N[C@H](c2cccs2)[C@H]2C(=O)N(c3ccc(C)cc3)C(=O)[C@H]21
- ΔE to the lowest compared entry with this formula, charge and spin: 0.00 kcal/mol

The geometry in XYZ format:
```
50
Properties=species:S:1:pos:R:3:forces:R:3
C -2.294240 -2.230203 -1.645970 0.4 0.1 0.3
C -1.367297 -2.736607 -0.558852 -0.4 -0.4 0.0
O -0.226145 -1.872272 -0.487942 0.0 0.2 -0.3
C 0.764517 -2.275527 0.312356 0.4 -0.2 0.0
O 0.784602 -3.329407 0.881487 0.0 0.0 0.0
C 1.852480 -1.201847 0.423104 0.1 -0.4 0.3
C 3.111512 -1.828182 1.017342 -0.2 0.0 0.1
N 2.129685 -0.612345 -0.878211 -0.3 0.0 -0.5
C 2.475697 0.786129 -0.665958 -0.1 0.2 -0.1
C 3.952103 0.905351 -0.431387 0.3 0.4 0.2
C 4.928392 0.260780 -1.125723 -0.2 0.1 0.1
C 6.231175 0.593495 -0.691791 0.1 0.1 0.1
C 6.228686 1.492477 0.322404 -0.2 0.2 0.2
S 4.633457 1.950369 0.772004 0.2 -0.4 -0.4
C 1.620699 1.236950 0.540613 0.3 0.0 -0.3
C 0.260000 1.716146 0.069306 0.3 0.1 0.1
O 0.046476 2.614946 -0.699266 0.0 0.1 -0.1
N -0.703298 0.930983 0.676104 -0.4 0.1 0.0
C -2.097314 1.099184 0.464287 -0.3 0.0 -0.1
C -2.977553 1.036203 1.535740 0.1 0.0 0.0
C -4.333803 1.179496 1.312854 0.0 0.0 -0.1
C -4.833855 1.397676 0.034441 0.0 0.0 0.0
C -6.303339 1.579949 -0.188899 0.0 0.1 0.0
C -3.937491 1.465966 -1.024582 0.0 0.0 0.1
C -2.578564 1.312615 -0.820506 0.1 0.0 0.1
C -0.173610 -0.060939 1.488498 0.2 0.1 0.2
O -0.817068 -0.813941 2.168988 0.0 -0.1 0.1
C 1.332711 -0.028696 1.336090 0.1 -0.1 0.1
H -3.156792 -2.886169 -1.716153 -0.1 -0.1 0.0
H -1.781076 -2.216706 -2.604385 0.0 0.0 -0.1
H -2.634191 -1.224014 -1.412960 -0.1 0.0 0.0
H -1.855403 -2.726022 0.421625 0.1 0.0 -0.1
H -1.019229 -3.754361 -0.763201 -0.1 0.2 0.1
H 3.838260 -1.063880 1.273588 0.1 0.1 0.0
H 2.848967 -2.399057 1.903643 0.0 0.0 0.1
H 3.553338 -2.500788 0.287653 0.0 -0.1 0.0
H 1.318416 -0.693761 -1.481014 0.0 0.1 0.1
H 2.217777 1.374630 -1.555405 0.0 -0.1 0.2
H 4.713799 -0.438001 -1.912588 -0.1 -0.2 -0.1
H 7.126837 0.180456 -1.119506 0.2 -0.1 0.0
H 7.060513 1.923384 0.842643 0.2 0.0 0.1
H 2.105495 2.032208 1.107743 -0.2 0.0 0.0
H -2.604368 0.866788 2.532689 0.0 0.0 0.1
H -5.015433 1.125267 2.148943 -0.1 0.0 0.1
H -6.575039 1.336142 -1.212945 -0.1 0.0 0.0
H -6.878669 0.954478 0.489756 -0.1 0.0 0.0
H -6.579891 2.618257 -0.003489 -0.1 0.0 0.0
H -4.305420 1.635359 -2.026077 0.0 0.0 -0.1
H -1.894180 1.369421 -1.651954 0.1 0.0 0.0
H 1.807683 -0.082399 2.314848 -0.1 0.0 0.0
```
Positions in Å, forces in eV/Å.

Atomic partial charges in e from the Löwdin method, atoms 1 to 8: -0.045 -0.195 -0.021 -0.445 0.154 -0.342 0.007 0.086

=====

Formula: C21H22N2O6P3PtS2
Source: OMol25
Level of theory: ωB97M-V with the def2-TZVPD basis set

Computed properties:
- Total energy: -3314.56924 hartree
- Total charge: -1
- Max |F|: 0.0157 Eh/bohr
- LUMO level: 2.3 eV
- E_HOMO: -4.644 eV
- 2S+1: 1

The geometry in XYZ format:
```
57
Properties=species:S:1:pos:R:3:forces:R:3
Pt -1.122380 -0.333747 0.574569 -0.8 -0.3 0.0
N -4.492047 -3.222515 2.263658 0.0 0.0 0.2
C -3.428577 -2.448469 1.510637 -0.1 -0.1 -0.1
C -3.212846 -3.103394 0.154078 0.0 0.0 0.0
P -3.997649 -0.687690 1.510150 0.2 0.1 0.1
O -4.491121 -0.360697 0.024419 0.1 0.1 -0.1
O -5.153477 -0.673456 2.446639 0.0 0.0 0.0
O -2.760926 0.159271 1.833663 -0.3 -0.1 0.0
P -1.929439 -2.658559 2.597427 0.1 0.2 0.1
O -2.252572 -1.704299 3.847489 -0.1 0.0 0.0
O -2.050852 -4.062451 3.074528 0.0 -0.2 0.0
O -0.753142 -2.134988 1.824215 0.0 0.0 -0.1
H -5.093208 -3.741020 1.629328 0.0 0.0 0.0
H -5.048356 -2.502535 2.771264 0.0 0.0 0.0
H -3.970771 -3.871524 2.887386 0.0 0.0 -0.1
H -4.137035 -3.096572 -0.432018 0.0 0.0 0.0
H -2.859412 -4.130122 0.278029 0.0 0.0 0.0
H -2.455021 -2.547604 -0.395366 0.0 0.0 0.0
H -3.768470 0.019215 -0.505681 0.0 0.0 0.1
H -2.246874 -0.773922 3.556807 0.1 0.0 0.0
S 0.579595 -0.972293 -0.808614 0.4 -0.1 -0.1
P 1.953910 0.174402 0.194614 0.0 0.1 0.1
S 1.212645 1.074199 1.772210 0.5 0.2 0.2
C 2.622695 1.365460 -1.014427 -0.1 0.0 -0.1
C 1.988079 2.596972 -1.151686 0.0 0.0 0.0
C 2.407756 3.492101 -2.122593 0.0 0.0 0.0
C 3.469022 3.167698 -2.958057 0.0 0.0 0.0
C 4.104985 1.941984 -2.823594 0.0 0.0 0.0
C 3.679757 1.040939 -1.858246 0.0 0.0 0.0
C 3.410330 -0.839805 0.602183 0.0 -0.1 -0.1
C 4.456612 -0.242303 1.302075 0.0 0.0 0.0
C 5.590255 -0.971200 1.615039 0.0 0.0 0.0
C 5.684889 -2.306688 1.239310 0.0 0.0 0.0
C 4.641398 -2.907562 0.554017 0.0 0.0 0.0
C 3.505079 -2.174913 0.233151 0.0 0.0 0.0
H 1.165557 2.843720 -0.490656 0.0 0.0 0.0
H 1.904193 4.445017 -2.226663 0.0 0.0 0.0
H 3.800282 3.870708 -3.712298 0.0 0.0 0.0
H 4.933127 1.684904 -3.472544 0.0 0.0 0.0
H 4.175413 0.082223 -1.761690 0.0 0.0 0.0
H 4.366638 0.792182 1.612033 0.0 0.0 0.0
H 6.398522 -0.502430 2.162237 0.0 0.0 0.0
H 6.569875 -2.878254 1.490388 0.0 0.0 0.0
H 4.704038 -3.951338 0.273193 0.0 0.0 0.0
H 2.677543 -2.640054 -0.287291 0.0 0.0 0.0
N -2.924075 5.533637 -3.512213 0.0 0.0 0.0
C -2.637129 4.612524 -2.883864 0.0 0.1 -0.1
C -2.280303 3.466676 -2.102506 0.0 -0.1 0.0
C -2.063367 2.237006 -2.719925 0.0 0.0 0.0
C -1.708736 1.135173 -1.958246 0.1 0.0 0.2
C -1.564483 1.214269 -0.560128 0.0 0.0 -0.3
C -1.793462 2.467450 0.030853 0.0 -0.1 0.1
C -2.142309 3.574926 -0.717624 0.0 0.0 0.0
H -2.162799 2.152840 -3.794872 0.0 0.0 0.0
H -1.505698 0.198385 -2.460383 0.0 0.0 0.0
H -1.684454 2.565542 1.103719 0.0 0.0 0.0
H -2.311205 4.530981 -0.238121 0.0 0.0 0.0
```
Positions in Å, forces in eV/Å.

Atomic partial charges in e from the Löwdin method, atoms 1 to 8: 0.708 0.151 -0.507 -0.092 0.339 -0.132 -0.301 -0.444

=====

Formula: C21H22N4O4
Source: OMol25
Level of theory: ωB97M-V with the def2-TZVPD basis set

Computed properties:
- Total energy: -1333.13617 hartree
- Total charge: 0
- Max |F|: 0.0946 Eh/bohr
- LUMO level: -0.7 eV
- E_HOMO: -7.664 eV
- 2S+1: 1
- SMILES: C=C[C@H]1CC(=O)O[C@@H]1ON=O.c1ccncc1.c1ccncc1.c1ccncc1
- ΔE to the lowest compared entry with this formula, charge and spin: 240.14 kcal/mol

The geometry in XYZ format:
```
51
Properties=species:S:1:pos:R:3:forces:R:3
C -4.299108 6.002200 -2.062675 0.1 -0.4 0.4
C -3.279674 5.051303 -2.193615 -0.2 0.6 -0.3
C -2.128396 4.950367 -1.241831 -0.8 -2.1 2.0
C -2.072864 3.776982 -0.193579 1.3 0.3 -0.2
C -0.747162 4.226677 0.459539 -2.4 -1.0 -4.1
O -0.461855 4.340423 1.564151 1.6 0.4 3.7
O 0.075131 4.530671 -0.625793 0.4 0.7 0.2
C -0.717239 4.740566 -1.793106 -0.7 -0.2 -1.1
O -0.306382 5.851158 -2.556391 -0.4 -0.1 1.1
N 0.766619 5.390975 -3.395147 0.7 0.0 0.3
O 1.739967 5.940481 -3.099642 0.3 0.1 -0.6
H -5.105107 5.843353 -1.332008 1.4 1.3 1.4
H -4.321207 6.933850 -2.639081 -1.3 -1.3 -1.5
H -3.357095 4.353351 -3.040110 1.5 1.3 -0.9
H -1.999842 5.824244 -0.585289 -0.7 0.3 -0.7
H -2.935359 3.666090 0.462675 0.3 0.1 0.0
H -1.768358 2.839411 -0.689044 -0.8 0.0 0.1
H -0.586560 3.855647 -2.438733 -0.4 0.1 0.2
C -1.151472 -1.244250 2.308155 0.0 0.0 0.1
C -0.033027 -0.605778 1.796424 0.0 0.2 0.2
C -0.186443 0.171442 0.658858 -0.2 0.2 -0.1
N -1.350639 0.337348 0.022912 0.0 -0.1 0.2
C -2.414312 -0.290148 0.534524 0.0 0.1 -0.2
C -2.369884 -1.086493 1.668906 0.0 0.0 0.0
H -1.071546 -1.858832 3.196191 0.0 0.0 0.0
H 0.935925 -0.709088 2.269426 -0.1 0.0 -0.1
H 0.659736 0.693253 0.223483 0.0 0.0 0.1
H -3.345003 -0.139033 -0.002621 0.0 0.0 0.0
H -3.264409 -1.568740 2.039153 0.0 0.0 0.0
C 0.781074 -4.562052 -1.948798 0.1 0.0 -0.1
C 0.488073 -5.632122 -1.117766 0.0 0.0 0.0
C -0.198454 -5.379268 0.060120 -0.1 0.1 0.2
N -0.590849 -4.162826 0.443252 0.1 -0.1 -0.3
C -0.296560 -3.145964 -0.370204 -0.2 -0.2 0.0
C 0.380961 -3.290845 -1.571036 0.0 -0.1 0.0
H 1.314478 -4.717559 -2.878728 0.0 0.0 0.0
H 0.784041 -6.639999 -1.376851 0.0 0.0 0.0
H -0.452744 -6.185531 0.740250 0.0 0.0 0.0
H -0.624718 -2.175637 -0.031637 0.0 0.0 -0.1
H 0.589716 -2.429835 -2.191804 0.0 0.0 0.0
C 4.778163 -3.772325 1.576346 0.1 -0.1 0.0
C 5.050899 -2.618508 2.292388 0.0 0.0 0.0
C 3.989669 -1.802858 2.651167 -0.2 0.1 0.0
N 2.716100 -2.060517 2.344199 0.5 -0.3 -0.1
C 2.475533 -3.178362 1.650910 -0.1 0.2 0.2
C 3.464438 -4.062257 1.247734 0.1 0.0 0.0
H 5.579733 -4.437125 1.278125 0.0 0.0 0.0
H 6.063604 -2.356352 2.567480 0.0 0.0 0.0
H 4.155751 -0.890970 3.215092 0.1 0.0 0.0
H 1.436865 -3.362836 1.413974 0.0 -0.1 0.0
H 3.209790 -4.953684 0.690055 0.0 0.0 0.0
```
Positions in Å, forces in eV/Å.

Atomic partial charges in e from the Löwdin method, atoms 1 to 8: 0.007 -0.100 -0.229 -0.011 -0.489 0.199 0.057 -0.348